Below is a 14-piece molecular cluster, C72H164N25O18P7S3 overall in a non-equilibrium geometry, with properties calculated with ωB97M-V/def2-TZVPD.

Calculated values
frontier orbital gap: 7.044 eV

Each line ends with the Löwdin charge.
CARTESIAN COORDINATES (ANGSTROEM)
O1 -3.16224 -6.01614 -1.12978  -0.328
P1 -1.66640 -6.14546 -1.32916  0.509
N1 -1.34473 -7.74359 -1.59985  -0.288
C1 -2.19452 -8.82155 -1.03041  -0.075
C2 -0.21035 -8.11203 -2.51323  -0.095
N2 -0.89593 -5.50700 -0.00006  -0.287
C3 0.50941 -5.86791 0.04647  -0.126
C4 -1.65648 -5.70236 1.23665  -0.115
N3 -0.95833 -5.32668 -2.55819  -0.307
C5 -0.41213 -3.99385 -2.50703  -0.120
C6 -1.43623 -5.54287 -3.96147  -0.082
H1 -2.99298 -8.31477 -0.49042  0.068
H2 -1.52444 -9.35245 -0.32066  0.086
H3 -2.56601 -9.49201 -1.79307  0.074
H4 0.59244 -8.59160 -2.01256  0.054
H5 0.16748 -7.21164 -2.99915  0.057
H6 -0.62833 -8.86406 -3.24191  0.097
H7 0.67446 -6.91590 0.23586  0.073
H8 1.04558 -5.58350 -0.91136  0.088
H9 0.86311 -5.23443 0.84374  0.068
H10 -1.50504 -4.87447 1.95577  0.080
H11 -2.70058 -5.67645 1.12310  0.045
H12 -1.46657 -6.65601 1.79204  0.096
H13 0.36840 -3.89801 -3.26860  0.085
H14 -1.09197 -3.15771 -2.54280  0.074
H15 0.16529 -3.76466 -1.56395  0.074
H16 -2.31628 -4.88090 -4.13681  0.083
H17 -1.85417 -6.55275 -4.12262  0.085
H18 -0.62430 -5.23106 -4.68646  0.102
O2 -1.23370 6.86269 2.59984  -0.287
P2 -1.38169 6.99582 1.15553  0.548
N4 0.14352 7.02225 0.38337  -0.317
C7 1.16263 6.36047 1.18814  -0.129
C8 0.53063 7.40326 -0.93882  -0.131
N5 -2.04237 8.41242 0.41966  -0.294
C9 -1.26350 9.66803 0.48555  -0.123
C10 -3.39897 8.72804 0.65342  -0.146
N6 -2.36025 5.78430 0.63027  -0.290
C11 -2.61506 5.60101 -0.78634  -0.110
C12 -2.70684 4.67437 1.54571  -0.072
H19 0.74307 6.39479 2.19919  0.052
H20 2.11216 6.92308 1.14684  0.083
H21 1.38626 5.25216 0.99837  0.081
H22 1.50096 7.91576 -0.82730  0.088
H23 -0.27428 7.96618 -1.38077  0.062
H24 0.61584 6.46853 -1.56814  0.093
H25 -1.47390 10.30742 1.38730  0.098
H26 -0.20068 9.51567 0.48671  0.055
H27 -1.44909 10.31318 -0.38772  0.085
H28 -3.87384 7.80286 0.50436  0.053
H29 -3.71018 9.12364 1.60978  0.087
H30 -3.67322 9.39936 -0.16517  0.094
H31 -1.98765 6.29960 -1.38373  0.078
H32 -2.40187 4.63791 -1.19187  0.056
H33 -3.67471 5.67399 -0.99743  0.055
H34 -2.78045 3.80379 0.96010  0.042
H35 -3.69839 4.83768 2.03469  0.075
H36 -1.81410 4.61078 2.24494  0.087
O3 5.09420 -1.99092 -4.01584  -0.272
P3 5.81007 -3.06658 -3.30873  0.465
N7 6.57028 -2.54409 -1.95056  -0.278
C13 6.06059 -1.22978 -1.31680  -0.060
C14 7.92652 -2.86284 -1.48343  -0.083
N8 6.91957 -3.79760 -4.31836  -0.296
C15 7.73769 -2.85547 -5.05760  -0.130
C16 7.41036 -5.17275 -4.22627  -0.117
N9 4.95472 -4.36757 -2.84191  -0.306
C17 4.89431 -4.76876 -1.48423  -0.125
C18 4.30333 -5.19694 -3.82191  -0.113
H37 5.00170 -1.05960 -1.12531  0.047
H38 6.37604 -0.34889 -1.87137  0.076
H39 6.46295 -1.28638 -0.26859  0.081
H40 8.37085 -3.70009 -2.03625  0.078
H41 7.84263 -3.21141 -0.47100  0.071
H42 8.56506 -1.99509 -1.51060  0.073
H43 7.34264 -1.85727 -4.98843  0.060
H44 8.78086 -2.81816 -4.67094  0.084
H45 7.89175 -2.98344 -6.14198  0.083
H46 7.22704 -5.70487 -5.15361  0.072
H47 8.50826 -5.19728 -4.03812  0.086
H48 6.89716 -5.75088 -3.42002  0.086
H49 5.44104 -4.08471 -0.84971  0.067
H50 3.86672 -4.81910 -1.03615  0.077
H51 5.21443 -5.81359 -1.40005  0.084
H52 3.29289 -4.84651 -4.12033  0.080
H53 4.05758 -6.23004 -3.43946  0.097
H54 4.89969 -5.37608 -4.74955  0.081
O4 3.36754 -1.81359 7.07134  -0.307
P4 2.11151 -2.49062 6.70255  0.536
N10 2.07046 -4.09660 6.22658  -0.282
C19 2.50580 -4.46397 4.89041  -0.122
C20 2.41205 -5.17828 7.17403  -0.085
N11 1.43555 -1.72780 5.35743  -0.285
C21 0.22103 -2.27221 4.79525  -0.119
C22 1.32889 -0.26491 5.62892  -0.083
N12 1.02845 -2.40221 8.02808  -0.267
C23 -0.17338 -3.27624 8.27982  -0.119
C24 1.62571 -1.75659 9.29952  -0.069
H55 2.20776 -3.78905 4.08856  0.050
H56 2.07544 -5.40509 4.59970  0.083
H57 3.57492 -4.53241 4.80334  0.067
H58 1.87712 -6.07656 6.85748  0.090
H59 1.99950 -4.94295 8.14274  0.062
H60 3.45623 -5.37161 7.31349  0.079
H61 -0.08564 -1.61462 4.07506  0.040
H62 0.33363 -3.28422 4.33430  0.087
H63 -0.54179 -2.29950 5.53642  0.068
H64 0.33196 -0.13179 6.10016  0.076
H65 2.17642 0.03065 6.22687  0.058
H66 1.38766 0.28027 4.63413  0.084
H67 -1.07972 -2.65742 8.49123  0.081
H68 -0.39887 -3.98134 7.50694  0.055
H69 -0.00382 -3.86426 9.21972  0.077
H70 1.09006 -0.91756 9.63056  0.048
H71 2.66427 -1.53369 8.95888  0.058
H72 1.73110 -2.59637 10.04294  0.088
O5 -7.20554 0.08392 3.05192  -0.301
P5 -6.81852 1.00578 1.93676  0.488
N13 -6.56186 2.56650 2.43979  -0.306
C25 -6.38839 3.67661 1.47959  -0.073
C26 -6.95430 2.92763 3.78489  -0.112
N14 -7.86675 1.06971 0.65928  -0.305
C27 -9.30039 1.29225 0.88472  -0.091
C28 -7.52173 1.28266 -0.72338  -0.118
N15 -5.39010 0.62039 1.21210  -0.285
C29 -4.07423 1.01590 1.70721  -0.095
C30 -5.37615 -0.75523 0.65481  -0.107
H73 -5.60867 4.29878 1.94779  0.058
H74 -7.28340 4.35097 1.41747  0.098
H75 -6.13186 3.33311 0.50138  0.054
H76 -6.21819 3.56639 4.23810  0.073
H77 -7.18572 2.03257 4.31426  0.054
H78 -7.90502 3.47548 3.75018  0.083
H79 -9.63935 2.25733 0.48470  0.081
H80 -9.82164 0.49671 0.25759  0.101
H81 -9.61203 1.14534 1.91153  0.075
H82 -7.82985 2.22331 -1.09847  0.055
H83 -6.42643 1.12535 -0.93068  0.073
H84 -8.04639 0.50021 -1.32820  0.084
H85 -3.97656 1.98405 2.12259  0.055
H86 -3.70991 0.27050 2.42956  0.072
H87 -3.39852 0.90663 0.88069  0.059
H88 -4.89915 -0.73639 -0.34465  0.078
H89 -6.40760 -1.13578 0.55198  0.076
H90 -4.87818 -1.51704 1.26967  0.087
O6 -5.25659 4.56022 -2.19973  -0.294
P6 -5.06295 3.90897 -3.50549  0.541
N16 -6.51672 3.42432 -4.14235  -0.334
C31 -6.67027 2.34456 -5.05708  -0.116
C32 -7.78234 3.99954 -3.65056  -0.091
N17 -3.92795 2.65466 -3.43788  -0.270
C33 -3.69737 1.85802 -2.22781  -0.104
C34 -3.14088 2.21511 -4.57683  -0.117
N18 -4.37702 4.91810 -4.69949  -0.308
C35 -3.16508 5.67189 -4.31084  -0.113
C36 -5.32049 5.63639 -5.58032  -0.116
H91 -7.06503 2.56652 -6.03337  0.067
H92 -7.41001 1.70604 -4.48933  0.094
H93 -5.69167 1.86919 -5.34565  0.086
H94 -8.44504 3.15342 -3.39535  0.079
H95 -8.25216 4.61661 -4.49055  0.102
H96 -7.53398 4.61878 -2.82911  0.048
H97 -2.78172 2.18512 -1.67894  0.080
H98 -4.53095 1.92089 -1.48681  0.059
H99 -3.64388 0.77739 -2.40522  0.071
H100 -3.47915 1.27636 -4.95006  0.060
H101 -3.26155 2.97381 -5.34603  0.075
H102 -2.11819 2.23817 -4.35765  0.057
H103 -2.41453 5.07841 -3.77593  0.054
H104 -2.60744 5.96175 -5.22309  0.075
H105 -3.49073 6.61931 -3.76569  0.104
H106 -4.75478 6.25899 -6.27027  0.074
H107 -6.13786 6.20600 -5.07140  0.084
H108 -5.90808 4.93578 -6.23302  0.078
O7 1.52909 -0.55007 -1.86273  -0.262
P7 1.70546 -0.16931 -0.44620  0.453
N19 2.51091 1.24184 -0.27051  -0.296
C37 3.63728 1.39278 0.67346  -0.073
C38 2.01551 2.44985 -0.89055  -0.106
N20 2.46738 -1.26298 0.46231  -0.273
C39 2.93756 -2.48511 -0.09369  -0.137
C40 2.50748 -1.30348 1.93855  -0.057
N21 0.22016 0.08097 0.24969  -0.257
C41 0.05473 0.97935 1.39531  -0.121
C42 -0.92075 -0.87078 -0.05805  -0.048
H109 4.34017 0.57694 0.53885  0.072
H110 3.22032 1.40191 1.70764  0.053
H111 4.20935 2.29812 0.48604  0.086
H112 2.04155 3.27278 -0.19679  0.054
H113 0.97239 2.35696 -1.28149  0.102
H114 2.73471 2.76843 -1.71810  0.096
H115 2.81500 -2.42866 -1.18483  0.084
H116 3.98870 -2.50711 0.11777  0.051
H117 2.47926 -3.40699 0.26183  0.071
H118 2.07167 -2.23200 2.33706  0.078
H119 3.54297 -1.22866 2.30145  0.065
H120 1.97271 -0.39336 2.30745  0.065
H121 -0.30952 0.48931 2.31970  0.073
H122 1.01309 1.44350 1.52033  0.048
H123 -0.65911 1.79363 1.19755  0.077
H124 -1.68939 -0.46992 -0.81332  0.096
H125 -1.39950 -1.11441 0.85960  0.056
H126 -0.58736 -1.71795 -0.62306  0.034
C43 5.30204 -1.28843 4.62716  -0.258
S1 6.49813 -2.05697 3.50267  0.803
O8 5.80772 -2.44176 2.26244  -0.555
C44 6.85578 -3.47614 4.54695  -0.247
H127 4.82547 -0.42996 4.15454  0.002
H128 5.78506 -0.96763 5.52109  0.049
H129 4.46431 -1.98736 4.87013  0.043
H130 7.16479 -2.99060 5.45912  0.048
H131 7.57739 -4.14244 4.04940  0.064
H132 5.97269 -4.04086 4.76077  0.026
C45 4.27093 2.65193 6.00565  -0.245
S2 4.05960 2.21783 4.26324  0.773
O9 5.36355 1.61564 3.91369  -0.567
C46 4.11127 3.92335 3.53275  -0.217
H133 4.30502 1.64995 6.53306  0.065
H134 3.38780 3.24254 6.33829  0.051
H135 5.20899 3.15727 6.15189  0.047
H136 4.77170 4.61591 4.13804  0.078
H137 3.12707 4.35060 3.32340  0.029
H138 4.65798 3.67748 2.62451  0.025
C47 9.88030 1.09817 0.31843  -0.249
S3 10.02465 -0.29794 1.43211  0.776
O10 11.49533 -0.42447 1.63335  -0.559
C48 9.22665 0.38595 2.91098  -0.266
H139 10.26053 1.89667 0.94828  0.053
H140 8.86449 1.23000 0.05469  0.033
H141 10.46903 0.82605 -0.53062  0.043
H142 9.36587 1.44143 3.09961  0.050
H143 9.59954 -0.31110 3.67854  0.052
H144 8.13861 0.17131 2.70854  0.029
C49 3.63257 1.61309 -6.32747  -0.038
C50 2.81923 2.26981 -7.26108  -0.051
C51 1.72748 3.03119 -6.90600  -0.001
C52 1.47801 3.14842 -5.57343  -0.166
C53 2.16742 2.50365 -4.57797  0.018
C54 3.24908 1.71635 -4.97932  -0.056
N22 0.29397 3.93048 -5.28231  -0.340
O11 -0.35765 4.35488 -6.18508  0.087
O12 0.11796 4.30144 -4.11076  0.044
H145 4.43092 0.93906 -6.57202  0.105
H146 3.08219 2.14105 -8.26488  0.089
H147 1.16858 3.54138 -7.65394  0.118
H148 1.95475 2.62983 -3.53416  0.077
H149 3.72267 1.13697 -4.19068  0.107
C55 2.63328 -1.81068 -6.25329  -0.070
C56 1.67221 -2.25542 -7.16687  -0.066
C57 0.30603 -2.17229 -6.85847  -0.014
C58 -0.04356 -1.58420 -5.66661  -0.141
C59 0.94799 -1.14940 -4.76928  -0.025
C60 2.26086 -1.34283 -4.99056  -0.090
N23 -1.46331 -1.61661 -5.29820  -0.352
O13 -2.19314 -2.34645 -5.88907  0.087
O14 -1.78337 -0.89261 -4.35132  0.040
H150 3.68664 -1.88287 -6.59711  0.115
H151 2.01224 -2.76340 -8.08720  0.110
H152 -0.38758 -2.49378 -7.57491  0.099
H153 0.60369 -0.64392 -3.87745  0.088
H154 3.02875 -0.94612 -4.30840  0.081
C61 -2.69180 0.91556 6.19192  -0.040
C62 -2.56123 1.35856 4.91148  -0.067
C63 -1.51086 2.17400 4.48891  0.043
C64 -0.62943 2.63209 5.49758  -0.180
C65 -0.74184 2.27066 6.81943  -0.010
C66 -1.79612 1.44462 7.16341  -0.051
N24 0.46407 3.44742 5.13633  -0.301
O15 0.88772 3.39823 3.97687  0.035
O16 0.95878 4.28847 5.93030  0.057
H155 -3.56118 0.26745 6.44513  0.131
H156 -3.12733 0.90951 4.16381  0.055
H157 -1.28043 2.36118 3.46511  0.083
H158 -0.09192 2.66838 7.59752  0.132
H159 -1.97771 1.11891 8.12367  0.080
C67 -4.88194 -3.64719 -2.10130  -0.087
C68 -5.04548 -2.66784 -3.01442  -0.064
C69 -6.26251 -1.99666 -3.30957  0.042
C70 -7.35093 -2.42861 -2.55167  -0.175
C71 -7.19483 -3.33974 -1.51264  0.006
C72 -5.92282 -3.87914 -1.25132  -0.061
N25 -8.67671 -2.03102 -2.94918  -0.376
O17 -9.60150 -2.76230 -2.73375  0.086
O18 -8.89171 -0.95980 -3.47516  0.055
H160 -3.98197 -4.29254 -2.01564  0.086
H161 -4.23953 -2.49876 -3.69215  0.081
H162 -6.35533 -1.36538 -4.10867  0.086
H163 -8.11070 -3.67917 -0.97213  0.135
H164 -5.78518 -4.64379 -0.53125  0.099